No. 1
ORCA calculation (wB97M-V/def2-TZVPD) on one molecule with the formula C5H10O.

```
16
C5H10O wB97M-V/def2-TZVPD
C -0.64432 0.46629 -1.42006
C -0.25593 0.50552 0.05164
O -0.65902 1.73345 0.62819
C 1.23723 0.17182 0.25283
C 0.83374 -1.26274 0.65906
C -0.60431 -0.74994 0.89139
H -0.42999 -0.49957 -1.88821
H -0.06636 1.22753 -1.95715
H -1.70970 0.68264 -1.56344
H -1.28218 2.16208 0.02840
H 1.87681 0.30015 -0.62737
H 1.65228 0.74066 1.08912
H 1.34929 -1.69659 1.51959
H 0.90174 -1.96393 -0.17830
H -0.75323 -0.43755 1.93071
H -1.44605 -1.37982 0.58358
```

The value obtained for the energy is -271.723843 Ha. The SMILES is CC1(O)CCC1. Its orbital gap is 10.90 eV. The HOMO energy is -9.870 eV.

No. 2
ORCA calculation (wB97M-V/def2-TZVPD) on a 2-piece molecular cluster, C2H8S3 overall at a distorted geometry.

```
13
C2H8S3 wB97M-V/def2-TZVPD
C -0.21326 1.05767 0.37004
C 0.81493 0.93292 1.46214
S 1.60940 -0.69027 1.66661
H -0.98716 1.76267 0.65810
H 0.26584 1.43000 -0.53805
H -0.60040 0.06663 0.14748
H 0.42875 1.23827 2.44351
H 1.58173 1.69680 1.33203
H 1.02495 -1.22252 0.61122
S -0.93452 -0.59339 -2.55730
S -0.30558 -2.31382 -1.61849
H -1.66427 -1.20345 -3.50930
H -1.02041 -2.16149 -0.46798
```

The value obtained for the energy is -1275.532147 Ha. The SMILES is CCS.SS. Its orbital gap is 9.14 eV. The HOMO energy is -8.888 eV.

No. 3
ORCA calculation (wB97M-V/def2-TZVPD) on C39H31F15GeMnN4OSSb as an isolated structure at a distorted geometry.

```
94
C39H31F15GeMnN4OSSb wB97M-V/def2-TZVPD
Mn -0.20053 -0.45622 -0.58782
N -6.31875 -2.81705 2.64475
C -5.37755 -2.47792 2.09128
C -4.21942 -2.06222 1.38144
C -3.09312 -2.88298 1.29405
C -1.99180 -2.43256 0.59216
N -1.95197 -1.24211 -0.02197
C -3.05380 -0.47455 0.02735
C -4.18963 -0.82759 0.72504
H -3.07676 -3.84940 1.77018
H -1.10599 -3.05405 0.50976
H -3.00114 0.46747 -0.50900
H -5.03848 -0.16150 0.75863
N 5.49474 1.60343 1.03685
C 4.36044 2.07316 0.50897
O 3.78746 3.08816 0.83802
C 3.72889 1.23128 -0.57519
C 4.28228 1.09320 -1.84168
C 3.52482 0.44209 -2.80335
C 2.26945 -0.03780 -2.47118
N 1.70794 0.12286 -1.26396
C 2.44903 0.74900 -0.34629
H 5.95024 2.13406 1.76586
H 5.91503 0.73340 0.75776
H 5.25676 1.49975 -2.06364
H 3.89842 0.31749 -3.80739
H 1.69615 -0.58723 -3.20748
H 2.00733 0.92195 0.62890
C -3.09877 -1.47955 -5.38073
C -3.12293 -1.22532 -3.88759
C -3.70734 -2.39189 -3.11396
Sb -1.04176 -0.80297 -3.15949
C -0.08016 -2.80104 -3.53192
C 0.74533 -3.19652 -2.30763
C 0.71713 -2.91260 -4.81676
C -0.31340 0.88940 -4.47965
C -1.43703 1.90312 -4.56211
C 0.16585 0.42130 -5.83576
H -4.11002 -1.69979 -5.71995
H -2.47241 -2.33058 -5.64129
H -2.76445 -0.60504 -5.93129
H -3.68292 -0.31206 -3.66608
H -3.19944 -3.32612 -3.34670
H -4.75367 -2.51765 -3.38612
H -3.66418 -2.22096 -2.03847
H -0.95271 -3.45740 -3.60350
H 1.79592 -2.93962 -2.42788
H 0.69185 -4.27327 -2.16063
H 0.38319 -2.71135 -1.37588
H 1.60296 -2.27841 -4.81564
H 0.10701 -2.67752 -5.68677
H 1.05536 -3.94276 -4.91788
H 0.52151 1.32063 -3.91680
H -2.28731 1.51733 -5.11976
H -1.08982 2.79724 -5.07957
H -1.76852 2.21193 -3.56939
H -0.61717 -0.08362 -6.39658
H 1.02371 -0.24151 -5.75590
H 0.47902 1.29213 -6.41258
F 1.63501 0.84645 5.12555
C 1.94050 -0.18426 4.33468
C 1.31403 -0.21073 3.09764
C 1.58174 -1.29802 2.29267
F 0.93371 -1.42631 1.06557
C 2.47972 -2.29485 2.65112
F 2.72686 -3.29877 1.81156
C 3.12876 -2.21555 3.88289
F 4.00420 -3.14178 4.22184
C 2.84847 -1.15276 4.74763
F 3.44380 -1.07162 5.92207
Ge 0.14191 1.41549 2.74436
S -0.59303 1.38919 0.66494
C -1.25001 1.14065 4.12803
C -1.94206 -0.05013 4.06589
F -1.66431 -0.84923 3.00028
C -2.85093 -0.43972 5.03320
F -3.50159 -1.59464 4.91146
C -3.05482 0.40291 6.12957
F -3.89324 0.04939 7.08441
C -2.36453 1.61621 6.21659
F -2.54929 2.41041 7.25572
C -1.46969 1.97378 5.20873
F -0.78257 3.11041 5.27668
C 1.16332 3.08336 2.95049
C 0.43489 4.25141 2.82000
F -0.87852 4.09735 2.58630
C 1.03406 5.49765 2.91242
F 0.32163 6.60548 2.78404
C 2.41747 5.56083 3.12250
F 3.01671 6.73553 3.18289
C 3.17041 4.39059 3.23335
F 4.48571 4.43686 3.38877
C 2.52424 3.16438 3.14445
F 3.21258 2.01035 3.21389
```

The value obtained for the energy is -7162.752363 Ha. Its orbital gap (alpha / beta) is 4.98 / 6.61 eV. The expectation value of S² is 6.233. The HOMO energy (alpha / beta) is -13.411 / -13.410 eV. The total charge is +2. The spin multiplicity is 5.

No. 4
ORCA calculation (wB97M-V/def2-TZVPD) on one molecule with the formula C3H3N3O2 at a distorted geometry.

```
11
C3H3N3O2 wB97M-V/def2-TZVPD
O -2.61767 0.23818 -0.31048
C -1.65487 -0.42545 0.02354
N -0.35252 -0.15789 -0.04945
C 0.62080 -1.13491 0.12855
N 1.79930 -0.52430 -0.12067
N 1.57103 0.84700 -0.36080
C 0.24698 1.17239 0.00246
O -0.40963 2.19894 0.24542
H -1.96712 -1.58235 -0.00694
H 0.51601 -2.14589 0.72470
H 2.24769 1.51427 -0.27635
```

The value obtained for the energy is -430.808505 Ha. The SMILES is O=Cn1cn[nH]c1=O. Its orbital gap is 10.13 eV. The HOMO energy is -9.867 eV.

No. 5
ORCA calculation (wB97M-V/def2-TZVPD) on C6H9O6Zn as an isolated structure.

```
22
C6H9O6Zn wB97M-V/def2-TZVPD
Zn -0.02698 0.26369 -0.16502
C 0.59793 -2.41701 -3.06372
C 0.37316 -1.41531 -1.95845
O 0.22908 -0.19514 -2.27698
O 0.32759 -1.80165 -0.76416
H -0.33634 -2.69963 -3.54467
H 1.04425 -3.32662 -2.65235
H 1.27498 -1.99618 -3.80462
C -3.41531 2.19116 0.65762
C -2.14449 1.48392 0.23619
O -1.07370 2.15603 0.17410
O -2.15496 0.24474 -0.00223
H -3.65412 3.02123 -0.00097
H -3.24375 2.54820 1.67374
H -4.24721 1.48829 0.67928
C 2.86165 0.03754 2.54508
C 1.69910 0.11777 1.58385
O 1.90184 0.62592 0.43450
O 0.58045 -0.32609 1.91189
H 3.56997 0.83995 2.36336
H 3.36570 -0.92058 2.41183
H 2.47117 0.07979 3.56173
```

The value obtained for the energy is -2465.029012 Ha. Its orbital gap is 9.19 eV. The HOMO energy is -5.886 eV. The total charge is -1.

No. 6
ORCA calculation (wB97M-V/def2-TZVPD) on a 8-piece molecular cluster, C20H44N12O4 overall at a distorted geometry.

```
80
C20H44N12O4 wB97M-V/def2-TZVPD
N -0.00347 2.30714 4.66375
C 0.48867 1.20706 4.05062
N -0.37768 0.14442 4.02444
O 1.62092 1.15615 3.57516
H 0.57791 3.12078 4.73182
H -0.91365 2.31767 5.08769
H -1.24649 0.26502 4.51430
H -0.13483 -0.75587 3.63962
N 3.86257 0.79718 1.30240
C 4.52608 -0.29175 1.79136
N 3.71380 -0.97417 2.67787
O 5.65930 -0.64050 1.52295
H 2.92694 0.99798 1.60376
H 4.23363 1.45515 0.63256
H 2.93121 -0.41965 2.98901
H 4.21056 -1.60977 3.27411
N 3.95690 4.58596 -0.68192
C 4.85896 3.70043 -1.18814
N 5.81562 4.28246 -1.98825
O 4.75343 2.48965 -1.09068
H 3.21386 4.29311 -0.06723
H 3.89470 5.49854 -1.09485
H 5.94624 5.27448 -2.05240
H 6.44504 3.68680 -2.49064
N -3.29021 -0.57986 -1.60848
C -3.96482 -0.23097 -0.48867
N -3.92869 -1.10627 0.57004
O -4.57072 0.83245 -0.37421
H -2.61515 -1.32292 -1.66460
H -3.55050 -0.01964 -2.40011
H -4.41837 -0.74518 1.36902
H -3.31069 -1.89295 0.65383
C 0.77422 0.25836 -1.70788
C -0.32831 0.40908 -0.64987
C 0.16728 0.86767 0.71151
C 0.92508 2.12123 0.62147
N 1.46385 3.13123 0.54092
H 1.63898 -0.30202 -1.35686
H 1.08833 1.24812 -2.04540
H 0.34041 -0.21895 -2.59042
H -0.81097 -0.56426 -0.55079
H -1.07966 1.10054 -1.03194
H 0.85716 0.16284 1.18353
H -0.70876 1.00527 1.34579
C -4.50635 5.21960 1.14159
C -4.57350 3.70515 1.22676
C -3.27297 3.07399 1.71816
C -3.06383 3.26911 3.15774
N -2.88297 3.41481 4.28255
H -5.22735 5.69531 0.47352
H -3.52380 5.54761 0.78683
H -4.67439 5.73113 2.09394
H -4.78137 3.28581 0.24163
H -5.44531 3.43195 1.82349
H -2.42202 3.54106 1.21907
H -3.31497 2.01056 1.48024
C 0.01249 -5.59298 0.78496
C -0.64537 -4.52844 -0.09702
C -0.02971 -3.12146 0.02617
C 0.15161 -2.73571 1.42360
N 0.29283 -2.39456 2.50999
H 1.06450 -5.68249 0.50449
H -0.41034 -6.56556 0.52425
H -0.14272 -5.39459 1.84066
H -1.72125 -4.51038 0.10503
H -0.60757 -4.83533 -1.14474
H -0.77938 -2.42552 -0.35884
H 0.86613 -3.06555 -0.58400
C 1.13069 -4.84786 -4.49177
C 0.43337 -3.82297 -5.36061
C 0.03148 -2.54353 -4.65618
C -0.90232 -2.72977 -3.54842
N -1.62510 -2.91054 -2.67489
H 2.06112 -4.49932 -4.04163
H 1.32490 -5.76183 -5.05808
H 0.51947 -5.23360 -3.66759
H -0.46290 -4.30213 -5.77568
H 1.00414 -3.62828 -6.26940
H -0.42327 -1.81528 -5.33366
H 0.90742 -2.02050 -4.25639
```

The value obtained for the energy is -1746.655397 Ha. The SMILES is NC(N)=O.NC(N)=O.NC(N)=O.NC(N)=O.CCCC#N.CCCC#N.CCCC#N.CCCC#N. Its orbital gap is 8.86 eV. The HOMO energy is -8.644 eV.

No. 7
ORCA calculation (wB97M-V/def2-TZVPD) on one molecule with the formula C13H14N2O2.

```
31
C13H14N2O2 wB97M-V/def2-TZVPD
C -3.22889 0.76023 -1.80212
C -2.98770 -0.39072 -0.82087
O -1.79649 -1.05235 -1.18527
C -1.29502 -1.89660 -0.16900
C -0.69847 -1.13379 0.98269
C -1.28854 -1.17372 2.22074
C -0.74997 -0.43647 3.30206
C 0.36653 0.32425 3.11408
C 1.00961 0.37418 1.85769
N 2.14307 1.12089 1.72458
C 2.67721 1.10004 0.53558
C 2.14958 0.37888 -0.55592
C 2.80265 0.37283 -1.91588
C 3.83501 1.43820 -2.14005
O 4.84659 1.26563 -2.74826
N 1.07031 -0.34593 -0.43574
C 0.47434 -0.36029 0.78917
H -4.04172 0.51147 -2.47450
H -2.32609 0.88790 -2.39019
H -3.41745 1.69347 -1.28585
H -2.91635 0.02328 0.18659
H -3.83326 -1.08190 -0.81920
H -2.06905 -2.56712 0.20321
H -0.52245 -2.50393 -0.63424
H -2.17559 -1.76563 2.37473
H -1.24154 -0.48683 4.25830
H 0.78689 0.89588 3.92513
H 3.59354 1.65532 0.39947
H 3.23888 -0.60286 -2.09270
H 2.00901 0.55072 -2.63912
H 3.58534 2.44496 -1.76513
```

The value obtained for the energy is -763.743794 Ha. The SMILES is CCOCc1cccc2ncc(CC=O)nc12. Its orbital gap is 8.83 eV. The HOMO energy is -9.264 eV.

No. 8
ORCA calculation (wB97M-V/def2-TZVPD) on one molecule with the formula C23H27N3O6S at a distorted geometry.

```
60
C23H27N3O6S wB97M-V/def2-TZVPD
C -6.52725 -0.15264 -0.19190
C -5.43205 0.80461 -0.61711
O -5.45800 1.42026 -1.65776
N -4.44476 0.90302 0.32068
C -3.21873 1.55691 0.23147
C -2.78014 2.18558 -0.93083
C -1.51874 2.73987 -0.97806
C -0.67830 2.69503 0.13095
N 0.64811 3.13527 -0.04088
C 1.70656 2.87918 0.76669
O 1.65524 2.62079 1.94666
C 3.02294 2.78309 -0.04268
C 4.24720 2.73764 0.84738
O 2.86246 1.50545 -0.69696
C 2.29568 1.46543 -1.90216
O 2.13058 2.41833 -2.62050
C 1.80334 0.07786 -2.16217
C 2.33627 -0.77426 -3.11952
C 1.82922 -2.05747 -3.26019
C 0.80141 -2.49738 -2.43980
C 0.26751 -1.63367 -1.50287
S -1.01085 -2.18806 -0.36306
O -1.92009 -1.10307 -0.13316
O -1.52587 -3.43210 -0.85478
N -0.26147 -2.50378 1.07226
C 0.56359 -3.68341 1.16523
C 2.05107 -3.36108 1.01485
C 2.44963 -2.30150 2.04089
C 1.59722 -1.05093 1.83972
C 0.11295 -1.40994 1.93860
C 0.74608 -0.34918 -1.36270
C -1.13750 2.12829 1.31460
C -2.39482 1.56095 1.35499
H -7.31998 -0.14219 -0.93414
H -6.12027 -1.15904 -0.11731
H -6.93484 0.13715 0.77430
H -4.53798 0.31776 1.13896
H -3.41811 2.20854 -1.79756
H -1.16586 3.18683 -1.89693
H 0.84895 3.42686 -0.99049
H 3.09520 3.56944 -0.80281
H 4.10171 1.98878 1.62108
H 4.38310 3.70658 1.31892
H 5.13017 2.49094 0.26442
H 3.14754 -0.43501 -3.74529
H 2.24397 -2.71851 -4.00567
H 0.39564 -3.49362 -2.51903
H 0.21683 -4.36943 0.39228
H 0.38790 -4.14383 2.14487
H 2.24759 -2.98619 0.00757
H 2.63306 -4.27239 1.15998
H 3.50740 -2.05483 1.93553
H 2.29238 -2.69552 3.04764
H 1.81953 -0.62300 0.86133
H 1.82881 -0.29686 2.59280
H -0.52253 -0.56568 1.67066
H -0.11828 -1.70760 2.96882
H 0.27490 0.30867 -0.64896
H -0.50067 2.11057 2.18363
H -2.73464 1.09252 2.26750
```

The value obtained for the energy is -1906.602222 Ha. The SMILES is CC(=O)Nc1ccc(NC(=O)[C@@H](C)OC(=O)c2cccc(S(=O)(=O)N3CCCCC3)c2)cc1. Its orbital gap is 8.37 eV. The HOMO energy is -7.932 eV.